Computed, not measured: C42H60AsFeIN3P2Si4 as an isolated structure in a non-equilibrium geometry, with ωB97M-V/def2-TZVPD.

Summary:
- lowest unoccupied orbital energy (spin up / spin down) (eV) = 1.92 / 1.92
- multiplicity = 5
- net charge = -1
- Kohn-Sham gap (spin up / spin down) (eV) = 5.569 / 6.121
- max |F| (Eh/bohr) = 0.0262
- E_tot (a.u.) = -7438.839093
- HOMO level (spin up / spin down) (eV) = -3.6505 / -4.2041

Structure (XYZ):
```
114
Properties=species:S:1:pos:R:3:forces:R:3:mulliken_charge:R:1
Fe -0.06846 -0.85575 0.12498 0.15 0.06 -1.27 -0.260
C 3.95442 -1.82710 -0.08535 0.12 -0.18 0.17 -0.738
Si 3.16039 -1.08240 -1.62687 -0.26 -0.06 0.10 0.320
C 4.49832 -0.02301 -2.40298 0.16 0.20 -0.06 -1.336
C 2.81261 -2.44166 -2.89188 -0.03 -0.17 -0.14 -1.117
N 1.67127 -0.34951 -1.21606 -0.01 0.47 0.02 0.193
P 1.31838 1.19979 -0.86801 0.25 0.09 0.28 2.898
C -0.16239 1.33293 -0.07962 -0.03 0.32 -0.71 -1.299
P -1.58155 1.08269 -0.95219 -0.18 0.11 0.26 2.192
N -1.86563 -0.49678 -1.21571 0.06 0.41 0.00 0.417
Si -3.29744 -1.29779 -1.70197 0.22 -0.02 0.24 0.593
C -2.82393 -2.73157 -2.82485 0.07 -0.17 -0.15 -1.127
C -4.57229 -0.30360 -2.64297 -0.18 0.23 -0.12 -1.295
C -4.26078 -1.95917 -0.21281 -0.09 -0.15 0.16 -1.249
C -1.70754 2.03400 -2.51721 0.04 -0.08 -0.04 0.359
C -1.83682 1.38052 -3.73517 -0.02 -0.07 -0.12 -0.981
C -1.92123 2.09378 -4.92811 0.04 -0.08 0.10 -0.894
C -1.86377 3.47755 -4.90924 0.00 0.04 0.04 -0.658
C -1.69682 4.14427 -3.69938 -0.01 -0.08 0.06 -0.845
C -1.61039 3.42572 -2.51513 -0.01 0.04 -0.06 -0.097
C -3.05178 1.71871 -0.01638 -0.14 -0.09 -0.08 0.853
C -4.02116 2.58465 -0.52694 0.07 0.01 0.06 -0.810
C -5.16518 2.90164 0.20242 0.10 -0.04 -0.03 -0.668
C -5.37154 2.34096 1.45243 0.03 -0.02 0.01 -0.859
C -4.42412 1.46418 1.96941 0.02 0.01 -0.03 -1.162
C -3.28227 1.15895 1.24405 -0.04 0.06 -0.03 -0.684
C 1.55403 2.27669 -2.34161 -0.03 -0.05 0.00 0.421
C 1.62109 3.66138 -2.19461 0.04 0.12 0.03 -0.287
C 1.80768 4.48983 -3.29145 0.00 -0.09 0.04 -0.904
C 1.90228 3.94102 -4.56603 -0.01 0.03 0.04 -0.638
C 1.79509 2.56891 -4.73145 -0.03 -0.07 0.07 -0.840
C 1.62346 1.74384 -3.62237 0.01 -0.03 -0.09 -0.405
C 2.69672 1.80880 0.22027 0.09 -0.13 0.01 0.040
C 3.82148 2.49560 -0.24068 -0.03 0.00 0.03 -0.877
C 4.90439 2.75804 0.59628 -0.11 -0.01 -0.07 -0.782
C 4.89129 2.31963 1.91003 -0.04 -0.04 0.01 -0.909
C 3.78411 1.62445 2.38296 -0.02 0.01 -0.03 -0.805
C 2.70156 1.37796 1.55127 -0.03 0.05 -0.06 0.848
H 4.36461 -2.83185 -0.25723 -0.02 0.14 0.05 0.390
H 4.77297 -1.18485 0.25830 -0.07 -0.04 0.01 0.364
H 3.22841 -1.88634 0.73437 0.06 0.00 -0.05 -0.238
H 5.22045 -0.69320 -2.88585 -0.02 0.06 0.05 0.481
H 4.11957 0.66568 -3.16291 0.01 -0.05 0.01 0.286
H 5.03151 0.56325 -1.64896 -0.04 -0.04 -0.10 0.337
H 3.34815 -3.37489 -2.67167 -0.06 0.12 -0.05 0.282
H 1.74141 -2.66121 -2.94023 0.08 0.00 -0.01 0.190
H 3.12804 -2.11202 -3.88892 -0.06 -0.03 0.07 0.406
H -2.78653 -2.39234 -3.86770 0.02 -0.04 0.10 0.358
H -1.82857 -3.10662 -2.56836 -0.10 0.00 -0.07 0.157
H -3.53565 -3.56620 -2.77305 0.08 0.12 -0.01 0.375
H -4.20846 0.10117 -3.59015 -0.04 -0.03 0.05 0.381
H -5.42096 -0.96646 -2.85706 0.06 0.07 0.01 0.456
H -4.94369 0.52993 -2.03680 0.01 -0.08 -0.08 0.270
H -3.73982 -1.75129 0.72808 -0.03 -0.03 -0.06 0.201
H -5.23826 -1.46767 -0.15333 0.08 -0.05 0.02 0.328
H -4.43946 -3.04116 -0.27814 -0.01 0.13 0.03 0.385
H -1.85552 0.29601 -3.74323 -0.01 0.04 -0.01 0.537
H -2.01800 1.56623 -5.87069 -0.01 0.00 0.04 0.394
H -1.92984 4.03816 -5.83480 0.01 0.00 0.02 0.371
H -1.61969 5.22536 -3.68304 0.01 -0.02 0.01 0.416
H -1.45068 3.94078 -1.57337 -0.03 0.01 -0.02 0.536
H -3.90253 3.01565 -1.51165 0.03 -0.01 -0.04 0.340
H -5.89960 3.57947 -0.21923 0.04 -0.03 0.01 0.406
H -6.26630 2.57703 2.01702 0.02 -0.01 0.00 0.361
H -4.57745 1.00592 2.93947 -0.01 0.01 -0.01 0.481
H -2.56293 0.46209 1.65822 0.04 -0.05 -0.02 0.351
H 1.52794 4.09110 -1.20248 0.02 0.00 -0.01 0.474
H 1.86893 5.56365 -3.15528 0.00 -0.02 0.00 0.422
H 2.04467 4.58474 -5.42674 -0.01 -0.02 0.02 0.362
H 1.84203 2.13661 -5.72494 0.00 0.00 0.04 0.381
H 1.53825 0.66892 -3.74436 0.02 0.01 -0.01 0.367
H 3.87374 2.82373 -1.27028 -0.02 0.00 -0.02 0.487
H 5.76283 3.29659 0.21022 -0.03 -0.01 -0.01 0.412
H 5.73839 2.50916 2.55902 -0.02 0.00 0.00 0.375
H 3.76706 1.26186 3.40419 0.02 0.01 -0.02 0.297
H 1.84820 0.82527 1.92786 -0.03 -0.04 -0.01 -0.483
I 2.82574 -6.13471 -0.66387 0.06 -0.03 -0.01 0.048
C 1.02824 -5.12101 -0.42606 0.21 0.49 -0.05 -0.727
C -0.15399 -5.79908 -0.23078 -0.03 -0.37 0.00 -0.260
C -1.30155 -5.06251 -0.03011 -0.22 0.39 0.02 -1.200
C -1.21886 -3.67619 -0.05079 -0.28 -0.34 0.05 -0.405
N -0.08450 -3.02120 -0.26715 0.17 -0.17 0.19 1.497
C 1.02661 -3.72868 -0.42942 0.16 -0.37 -0.13 -0.339
H -0.17590 -6.88149 -0.21900 0.00 0.02 0.00 0.395
H -2.25389 -5.54218 0.14923 0.00 0.00 -0.01 0.500
H -2.08879 -3.06259 0.11730 -0.08 0.03 0.04 0.101
H 1.94180 -3.17154 -0.55956 -0.01 -0.05 0.01 -0.039
C -0.55071 2.46538 3.12925 0.00 0.21 -0.23 -0.646
Si -0.41363 0.80063 3.94138 -0.04 -0.20 -0.13 0.563
C -1.94157 0.59144 5.01444 -0.22 0.02 0.16 -1.139
C 1.02443 0.94688 5.13467 0.25 -0.01 0.15 -0.833
As -0.29157 -1.00926 2.48578 -0.16 -0.29 1.31 0.171
Si 0.80265 -2.52110 3.83863 -0.17 -0.02 -0.26 0.499
C 0.81816 -4.19554 2.99080 -0.03 -0.21 -0.17 -0.799
C -0.07897 -2.76800 5.47372 -0.15 0.01 0.26 -1.175
C 2.59985 -2.15789 4.19492 0.33 0.07 0.00 -0.940
H -0.69444 3.21174 3.92268 0.01 -0.02 -0.12 0.575
H -1.39148 2.50585 2.43310 0.07 0.08 0.08 -0.016
H 0.34489 2.71030 2.55188 -0.07 0.02 0.07 0.058
H -1.84528 1.16848 5.94398 -0.05 -0.04 -0.10 0.370
H -2.11550 -0.45641 5.26992 0.01 0.06 0.01 0.234
H -2.82138 0.95944 4.47511 0.06 -0.07 0.07 0.177
H 0.84753 1.82949 5.76186 0.05 -0.07 -0.03 0.371
H 1.97106 1.08796 4.60614 -0.07 0.00 0.07 -0.117
H 1.12464 0.07950 5.79119 0.01 0.05 -0.01 0.294
H -0.15821 -4.42238 2.54935 0.11 -0.03 0.06 0.108
H 1.06817 -4.98944 3.70570 -0.01 0.07 -0.07 0.484
H 1.56894 -4.21735 2.19233 -0.09 -0.01 0.11 0.119
H -1.12272 -3.03571 5.28003 0.07 -0.02 0.06 0.276
H -0.08198 -1.85755 6.08098 -0.01 -0.08 -0.02 0.282
H 0.38821 -3.56958 6.06069 -0.05 0.09 -0.06 0.377
H 3.15126 -2.01165 3.25874 -0.05 -0.03 0.11 0.127
H 3.04074 -3.01097 4.72555 0.03 0.08 -0.02 0.379
H 2.73535 -1.26353 4.80404 0.03 -0.01 0.01 0.329
```
Forces are in eV/Å.

***

Computed, not measured: one molecule with the formula C4H9NOS in a non-equilibrium geometry, with ωB97M-V/def2-TZVPD.

Summary:
- lowest unoccupied orbital energy (spin up / spin down) (eV) = 0.99 / -2.48
- multiplicity = 3
- Kohn-Sham gap (spin up / spin down) (eV) = 6.404 / 6.476
- max |F| (Eh/bohr) = 0.1163
- E_tot (a.u.) = -685.722527
- HOMO level (spin up / spin down) (eV) = -5.4093 / -8.9542

Structure (XYZ):
```
16
Properties=species:S:1:pos:R:3:forces:R:3:mulliken_charge:R:1
C 1.69261 0.42918 -0.31513 1.24 2.14 0.80 -0.410
C 0.76353 -0.33780 0.54439 0.17 0.38 2.52 0.289
C 0.96675 -1.84928 0.70792 -0.82 -2.06 -0.04 -1.172
C -2.34666 0.67882 -0.54295 0.52 1.40 -1.82 -0.694
N 0.33638 0.20735 -0.70144 2.71 -4.25 -0.08 -0.306
O -0.69109 2.69104 0.25726 0.75 2.21 3.13 -0.446
S -0.83483 1.80286 -0.87274 -4.91 1.94 -2.81 0.263
H 1.91758 1.56177 0.05750 -0.31 -2.66 -1.25 0.244
H 2.49197 -0.11703 -0.88374 -0.77 0.77 0.51 0.255
H 0.34651 0.28068 1.40523 0.49 -1.14 -0.85 0.368
H 0.27159 -2.39527 -0.02542 0.86 0.67 1.12 0.248
H 0.88586 -2.42788 1.73768 -0.21 1.91 -1.83 0.279
H 1.98131 -2.08481 0.37075 -0.12 0.02 -0.03 0.292
H -1.84547 -0.19448 -0.99378 -1.34 -0.20 0.15 0.254
H -3.11198 1.21884 -1.18153 0.78 -1.24 0.46 0.259
H -2.82406 0.53599 0.43600 0.98 0.12 0.01 0.277
```
Forces are in eV/Å.

***

Computed, not measured: a 2-piece molecular cluster, C4H12N2O overall in a non-equilibrium geometry, with ωB97M-V/def2-TZVPD.

Summary:
- lowest unoccupied orbital energy (eV) = 0.79
- Kohn-Sham gap (eV) = 10.042
- max |F| (Eh/bohr) = 0.0725
- E_tot (a.u.) = -344.300664
- HOMO level (eV) = -9.2547

Structure (XYZ):
```
19
Properties=species:S:1:pos:R:3:forces:R:3:mulliken_charge:R:1
C 1.70288 0.05909 1.96983 0.12 2.08 -2.46 -1.177
C 0.39395 -0.61395 1.69926 -1.36 -2.55 -0.45 -0.437
C -0.36858 -0.61711 0.35600 -0.95 2.10 -2.93 -0.451
N 0.25793 1.27179 -1.91030 -1.79 -1.12 0.82 -0.390
C -0.45707 1.62571 -0.74050 1.19 0.02 -2.08 -0.038
N -0.88127 0.83456 0.11624 0.11 -1.69 2.33 -0.415
H 1.90910 0.15005 3.02097 0.40 -0.32 0.23 0.330
H 2.51642 -0.22025 1.30569 0.43 -1.32 0.61 0.350
H 1.70517 1.08057 1.53859 -0.75 0.19 0.76 0.287
H 0.46663 -1.69140 1.97912 0.06 0.53 -0.05 0.318
H -0.36356 -0.22420 2.33605 -0.46 0.47 0.95 0.301
H -1.35015 -1.14367 0.23979 0.86 -0.14 1.49 0.201
H 0.11319 -1.03898 -0.57221 0.54 0.54 1.02 0.293
H 1.03825 1.81361 -2.10192 1.52 1.03 -0.67 0.190
H 0.31380 0.27907 -2.15751 0.11 0.79 0.37 0.265
H -0.66387 2.71584 -0.68628 -0.08 -0.67 0.05 0.364
H -1.77449 -2.11651 -1.99963 -0.15 0.22 -0.44 0.321
H -2.45037 -0.79197 -1.86366 -0.42 0.79 0.49 0.324
O -2.10796 -1.37226 -2.52952 0.61 -0.96 -0.04 -0.639
```
Forces are in eV/Å.